B4F16Sn | ωB97M-V/def2-TZVPD

Kohn-Sham gap = 8.93 eV
largest force on an atom = 0.0778 Eh/bohr
M = 465.93 u
HOMO level = -6.21 eV
LUMO = 2.7 eV
energy above the lowest of the compared OMol25 structures with the same formula, charge and spin = 177.9 kJ/mol
DFT total energy = -1912.57700 Ha

Structure (ORCA input):
```
! wB97M-V def2-TZVPD RIJCOSX def2/J DEFGRID3
* xyz -2 1
F 1.478 -0.604 -2.583
F 1.228 2.315 -1.176
B -1.683 1.800 2.104
F -1.050 -2.185 1.211
B 1.484 -1.942 -2.415
B 0.098 2.901 -1.708
F 0.435 3.773 -2.694
Sn 0.692 -0.011 0.178
F -0.742 1.078 2.723
F 2.570 -2.143 -1.555
F -2.894 1.479 2.641
F -1.598 1.522 0.796
F 1.830 -2.549 -3.617
F 0.661 -1.946 2.696
F -0.703 -3.747 2.726
F -1.459 3.149 2.413
B -0.080 -2.870 1.923
F 0.313 -2.309 -1.805
F 0.769 -3.355 0.975
F -0.840 1.957 -2.078
F -0.509 3.687 -0.755
*
```